190
Properties=species:S:1:pos:R:3:forces:R:3 method="wB97M-V/def2-TZVPD" gap_ev=3.25 charge=0 max_force_ha_per_bohr=0.0925 homo_ev=-4.43 de_lowest_kj_mol=179.23 energy_ha=-3597.861000 spin_multiplicity=1
Rb 1.9501 4.0363 -5.5485 -0.15 -0.43 0.46
C 0.2429 2.8529 -0.8161 0.40 0.82 -0.08
C 0.3981 1.3147 -0.7305 -0.49 -0.74 -0.70
C -1.0554 0.6864 -0.8893 0.69 0.06 0.68
C -1.1060 -0.8368 -1.1524 0.46 1.55 -0.60
C -0.2882 -1.0516 -2.4070 0.92 -0.48 -0.20
C 1.2065 -0.5342 -2.3598 0.00 -0.22 0.82
N 1.2703 0.8708 -1.8789 0.12 0.82 -0.78
O 2.6384 1.4805 -1.9249 -2.18 -1.09 0.20
C 1.7328 -0.6850 -3.8022 0.02 0.86 -0.09
C 2.0704 -1.4881 -1.4729 0.25 0.51 0.72
C 0.9344 0.9919 0.6830 0.45 0.22 -0.30
H 1.1460 3.4323 -0.6242 0.55 -0.63 0.15
H -0.4544 3.3140 -0.1166 -0.45 -0.57 0.32
H -0.0425 3.2542 -1.7885 -0.28 -0.63 -0.41
H -1.5975 1.2424 -1.6543 0.10 -0.20 -0.44
H -1.6260 0.8852 0.0179 0.14 0.22 0.35
H -2.1519 -1.0954 -1.3178 -0.06 -0.29 0.03
H -0.7143 -1.4286 -0.3251 0.02 0.12 0.14
H -0.7826 -0.6344 -3.2842 -0.10 0.51 0.05
H -0.2488 -2.1148 -2.6442 0.22 -0.31 0.05
H 1.3995 -1.6216 -4.2492 0.23 -0.29 0.18
H 2.8117 -0.5518 -3.8808 0.05 -0.30 0.29
H 1.3389 0.0910 -4.4586 -0.38 0.29 0.11
H 3.1211 -1.1989 -1.4531 0.08 0.26 -0.65
H 2.0337 -2.5540 -1.6977 -0.28 -0.08 -0.28
H 1.8522 -1.3511 -0.4137 -0.58 -0.21 0.04
H 0.9526 -0.0519 0.9965 -0.11 -0.19 -0.44
H 0.3593 1.5040 1.4544 0.01 0.31 -0.02
H 1.9623 1.3535 0.6559 0.13 0.01 0.33
C -4.0687 -3.0766 6.4935 -0.75 -0.08 -0.52
C -2.9458 -2.3470 5.9055 1.95 0.94 -0.50
O -2.1837 -1.7065 6.5980 -0.01 0.10 0.03
C -2.7268 -2.3658 4.3892 -0.49 -0.16 0.04
H -4.9298 -2.7105 5.9344 -0.46 -0.24 0.19
H -4.1694 -2.8513 7.5552 0.07 -0.34 -0.16
H -3.9331 -4.1247 6.2267 -0.26 -0.19 0.39
H -3.6287 -1.9981 3.8998 -0.08 0.26 -0.03
H -2.6118 -3.3658 3.9709 0.13 -0.22 0.29
H -1.8711 -1.7620 4.0873 -0.11 -0.02 0.27
C -6.3764 -1.1178 -3.5817 0.18 0.33 0.66
C -6.8611 0.2745 -3.9764 0.12 -1.28 -0.49
O -6.3541 0.8467 -4.8946 1.03 0.71 -1.05
C -8.0381 0.8556 -3.3352 -1.70 0.44 1.38
H -6.9781 -1.9184 -4.0120 -0.11 0.20 -0.32
H -6.4542 -1.2723 -2.5056 0.05 0.10 0.14
H -5.3335 -1.2307 -3.8779 -0.15 -0.03 -0.10
H -7.8050 1.5475 -2.5259 0.50 -0.12 0.21
H -8.6620 0.0863 -2.8802 -0.11 -0.03 -0.02
H -8.6507 1.4778 -3.9877 0.22 -0.30 -0.41
C 8.5676 1.1510 3.1207 0.48 0.28 0.41
C 8.3953 1.3590 1.6246 0.46 0.11 0.03
O 8.6547 2.3778 1.0256 0.01 0.11 0.61
C 7.9221 0.1674 0.8591 -0.10 -0.80 0.71
H 8.8262 0.1179 3.3531 -0.16 -0.08 -0.15
H 7.6682 1.3980 3.6847 -0.29 -0.08 -0.25
H 9.3483 1.7649 3.5698 0.05 0.25 -0.37
H 8.7733 -0.2849 0.3502 -0.06 0.49 -0.73
H 7.0764 0.4831 0.2482 0.28 -0.41 -0.34
H 7.6790 -0.6513 1.5364 -0.68 0.13 0.07
C -3.8562 2.9943 7.7573 0.76 -0.08 0.59
C -2.9222 3.7513 6.8624 -1.33 2.41 -1.63
O -2.7346 4.9583 6.9817 0.17 -1.18 0.42
C -2.4377 3.0317 5.6294 -0.47 -0.51 0.25
H -3.1981 2.3372 8.3259 -0.21 -0.44 0.19
H -4.5544 2.3852 7.1831 0.03 0.07 0.10
H -4.3431 3.6557 8.4740 -0.05 0.00 -0.24
H -2.1691 3.6628 4.7822 0.76 0.24 0.62
H -3.2429 2.4350 5.2008 -0.14 -0.36 0.39
H -1.6970 2.3416 6.0333 0.45 -0.14 -0.75
C 7.1293 -3.0930 -4.5588 -0.03 0.88 0.41
C 7.0252 -4.5639 -4.3738 -0.05 -0.39 -1.41
O 7.9877 -5.2651 -4.5805 -0.19 -0.51 0.59
C 5.6023 -5.0822 -4.2006 -0.28 0.16 0.07
H 8.1531 -2.7201 -4.5903 -0.01 -0.29 0.19
H 6.5641 -2.6045 -3.7651 0.04 0.32 -0.09
H 6.6797 -2.8174 -5.5127 -0.28 -0.07 -0.03
H 5.5121 -6.0172 -3.6476 0.20 0.19 0.15
H 5.1272 -5.2679 -5.1638 0.48 -0.15 -0.42
H 4.9556 -4.2933 -3.8166 0.10 -0.13 0.57
C 3.0306 4.8185 5.6831 -0.46 -0.59 -0.34
C 4.5131 4.7766 5.4536 1.67 1.17 -1.96
O 5.0006 5.0877 4.3432 -1.13 -0.97 3.00
C 5.3629 4.4059 6.6834 0.09 0.41 -0.79
H 2.5130 5.1410 4.7797 0.12 0.43 0.20
H 2.7453 5.3592 6.5856 0.12 0.32 -0.16
H 2.6392 3.8157 5.8544 0.24 -0.33 0.12
H 6.4277 4.3102 6.4707 -0.19 -0.58 -0.52
H 4.9200 3.5162 7.1311 0.28 0.06 0.25
H 5.4042 5.2323 7.3929 -0.76 0.07 0.19
C 1.6793 -9.4203 -8.1206 -0.41 -0.43 -0.11
C 1.9840 -8.9059 -6.7414 2.87 -0.86 0.02
O 3.0278 -9.2973 -6.2216 -1.31 0.61 0.03
C 1.1043 -7.8832 -6.1083 -0.03 -0.15 0.39
H 0.6034 -9.5879 -8.1717 -0.02 0.17 -0.65
H 2.2024 -10.3502 -8.3439 -0.07 -0.14 0.57
H 2.0762 -8.7754 -8.9045 -0.52 0.56 0.10
H 1.3751 -6.8997 -6.4923 -0.33 0.02 -0.38
H 1.3011 -7.8186 -5.0382 -0.08 -0.27 -0.02
H 0.0697 -8.1592 -6.3119 -0.10 0.50 0.06
C 0.2098 -7.9365 3.2256 0.17 0.73 0.40
C 0.5104 -6.5367 2.6339 2.33 0.70 2.30
O 1.1282 -5.7047 3.3371 -1.87 -1.96 -1.95
C 0.1704 -6.3258 1.2004 -0.20 0.74 -0.34
H 0.9050 -8.6913 2.8581 0.02 0.12 -0.43
H -0.8060 -8.2944 3.0579 0.00 0.12 -0.18
H 0.4032 -7.8903 4.2973 -0.17 0.13 -0.01
H 0.4662 -5.3514 0.8116 0.09 0.10 0.39
H -0.9159 -6.3801 1.1294 -0.08 -0.31 -0.34
H 0.6573 -7.0579 0.5562 -0.27 -0.35 0.15
C -3.7058 7.4243 -3.8689 0.92 -0.38 -0.62
C -3.4778 5.9330 -3.9792 0.21 -0.76 -0.86
O -2.6085 5.4437 -4.6831 -0.18 0.63 0.40
C -4.4260 5.0397 -3.2328 -0.01 -0.33 -0.13
H -3.2479 7.7539 -2.9364 -0.60 0.18 0.30
H -4.7607 7.6589 -4.0114 0.11 0.17 0.49
H -3.1110 7.9051 -4.6455 -0.14 0.01 -0.11
H -4.2871 5.2030 -2.1641 -0.38 0.05 0.08
H -4.2629 3.9872 -3.4649 0.35 0.11 0.03
H -5.4422 5.2507 -3.5657 -0.14 0.29 0.40
C -2.6525 3.1822 -9.9477 -0.74 0.80 -0.13
C -1.9348 2.2535 -9.0238 -2.87 -1.58 -0.67
O -0.8350 2.4980 -8.7239 4.43 1.08 1.35
C -2.6209 1.0074 -8.4839 -0.01 0.31 -0.32
H -3.2328 3.8861 -9.3512 -0.30 -0.13 0.35
H -3.3661 2.7324 -10.6380 0.23 -0.14 -0.05
H -1.9417 3.8531 -10.4301 0.12 -0.45 -0.30
H -2.6899 0.2789 -9.2917 -0.65 0.16 -0.24
H -3.5817 1.3507 -8.1004 -0.26 -0.61 -0.08
H -2.0512 0.4650 -7.7294 0.13 0.62 0.21
C -4.7951 8.1112 4.2991 0.14 0.42 0.27
C -3.6701 7.6187 3.4204 -1.34 -0.25 -1.79
O -3.9667 6.8725 2.4887 0.80 0.60 1.08
C -2.2917 8.1229 3.6559 0.84 -0.24 0.66
H -4.5299 8.9825 4.8979 0.17 -0.02 0.02
H -5.0860 7.3213 4.9916 -0.11 -0.07 -0.08
H -5.6328 8.3951 3.6620 -0.04 -0.28 0.06
H -2.1489 8.2034 4.7334 0.21 -0.32 0.15
H -2.0523 9.1342 3.3272 -0.60 0.09 -0.44
H -1.5563 7.4525 3.2111 -0.06 -0.01 0.09
C 1.0170 8.9058 -1.6543 -0.21 -0.09 0.14
C 0.6769 10.3775 -1.7957 0.63 0.22 -0.81
O -0.1960 10.7533 -2.5415 -0.18 -0.08 0.17
C 1.5441 11.3612 -1.0400 0.28 0.23 0.32
H 0.5433 8.2815 -2.4119 -0.37 0.31 0.09
H 0.6281 8.6532 -0.6678 0.09 -0.45 0.10
H 2.0731 8.6383 -1.6888 0.13 0.48 0.28
H 1.5524 11.1988 0.0378 -0.11 -0.28 0.05
H 1.2883 12.4089 -1.1980 -0.35 -0.22 -0.24
H 2.5805 11.2415 -1.3556 0.08 -0.16 -0.08
C -7.4729 3.3229 3.8247 0.24 -0.07 -0.82
C -7.3000 1.8368 3.4308 -0.36 1.27 -0.70
O -7.1265 1.0071 4.2645 0.28 -1.16 0.88
C -7.3722 1.4917 1.9174 -0.32 0.46 1.50
H -7.3531 3.5790 4.8774 0.12 -0.61 -0.02
H -8.4211 3.7540 3.5035 -0.16 -0.28 -0.18
H -6.7195 3.8622 3.2505 0.13 0.24 0.03
H -6.6773 2.1425 1.3866 -0.14 -0.19 -0.26
H -8.4074 1.7256 1.6687 0.02 0.15 -0.48
H -7.2156 0.4248 1.7587 0.25 0.21 0.04
C 3.1938 -0.9882 5.8559 1.20 -0.04 0.67
C 4.5959 -1.5631 6.1922 0.37 0.26 -0.14
O 5.4161 -0.9578 6.8613 -1.00 -0.10 -0.41
C 4.9507 -2.9432 5.6569 -0.11 0.52 1.08
H 3.3037 -0.3053 5.0135 -0.07 -0.20 -0.24
H 2.9110 -0.3624 6.7024 -0.21 -0.14 0.02
H 2.4630 -1.7718 5.6560 0.05 0.17 -0.07
H 4.2645 -3.6167 6.1704 -0.35 -0.30 -0.53
H 5.9251 -3.1969 6.0744 0.17 0.10 -0.53
H 4.8878 -2.9872 4.5696 -0.07 -0.25 0.14
C 5.7899 -6.5144 0.8683 -0.57 0.15 -0.97
C 7.2848 -6.3176 0.8271 0.08 1.56 -0.09
O 7.7417 -5.3032 1.3359 0.00 -1.20 -0.49
C 8.1386 -7.3541 0.1387 0.58 -0.94 0.83
H 5.4046 -7.0903 0.0268 0.30 -0.68 0.16
H 5.3077 -5.5590 0.6618 0.15 0.28 0.71
H 5.4479 -6.9384 1.8124 0.03 0.07 -0.03
H 7.6194 -8.3096 0.0651 -0.19 0.09 -0.19
H 8.9803 -7.5474 0.8036 0.14 0.08 0.15
H 8.6239 -7.1540 -0.8166 -0.53 0.63 -0.09
C -3.5389 -8.2962 -2.2049 -1.02 0.66 -0.16
C -4.7081 -7.2873 -2.0653 0.07 -0.78 -0.12
O -5.7663 -7.5171 -2.6020 0.06 -0.11 -0.04
C -4.5198 -6.0131 -1.2999 -0.23 0.25 0.15
H -3.1229 -8.6660 -1.2677 0.00 0.33 0.07
H -2.7870 -7.7568 -2.7810 0.32 -0.27 0.03
H -3.9393 -9.1386 -2.7689 0.21 0.08 -0.05
H -5.4006 -5.3831 -1.4239 0.05 -0.07 -0.20
H -3.6375 -5.4656 -1.6316 0.14 -0.09 0.24
H -4.4772 -6.2442 -0.2356 0.42 0.01 0.09